C54H76BF5N3O6 | ωB97M-V/def2-TZVPD

Properties
- Kohn-Sham gap: 8.08 eV
- Total charge: +1
- Strongest force on any atom: 4.1 eV/Å
- 2S+1: 1

Last column: Löwdin charge in e.
Element x y z (Å)
C (5.765, 1.031, 0.070)  -0.0954
C (5.251, -0.267, -0.646)  -0.2275
C (3.711, -0.235, -0.739)  -0.2101
C (3.104, -1.665, -0.633)  -0.1715
C (1.695, -1.830, -1.260)  -0.1002
C (0.438, -1.743, -0.302)  -0.2576
C (0.236, -0.216, -0.204)  -0.1589
O (-0.684, 0.229, 0.784)  -0.2099
C (-0.830, 1.638, 0.785)  -0.0741
C (-0.650, -2.503, -1.123)  -0.0583
B (-0.830, -1.909, -2.616)  -0.6442
O (-0.358, -2.586, -3.715)  0.1701
O (-1.457, -0.720, -2.849)  0.1878
N (-1.952, -2.797, -0.435)  -0.1712
N (-2.587, -1.571, -0.160)  0.1953
C (-2.797, -3.807, -1.180)  -0.0784
C (-4.314, -3.503, -1.124)  -0.1624
C (-4.796, -2.613, -2.288)  -0.1318
C (-5.930, -1.706, -1.748)  -0.2257
O (-5.379, -0.517, -1.211)  -0.1927
C (-6.047, -0.098, -0.044)  -0.1059
C (-1.600, -3.453, 0.880)  -0.2183
C (-2.754, -3.982, 1.756)  -0.1172
C (-3.382, -2.991, 2.788)  -0.1896
C (-3.036, -3.321, 4.275)  -0.2372
N (-4.161, -2.878, 5.132)  -0.0256
C (-0.697, -2.607, 1.767)  -0.0729
C (0.715, -2.348, 1.105)  -0.3182
C (1.427, -3.730, 1.116)  0.0011
C (1.407, -1.399, 2.107)  -0.1295
O (1.937, -2.183, 3.185)  -0.0254
C (2.589, -1.405, 4.130)  -0.5360
C (1.764, -0.434, 4.959)  0.0339
O (3.721, -1.552, 4.284)  0.1936
H (4.940, 1.691, 0.350)  0.0615
H (6.404, 1.607, -0.600)  0.0598
H (6.287, 0.784, 0.995)  0.0705
H (5.721, -0.290, -1.629)  0.1038
H (5.593, -1.102, -0.033)  0.1036
H (3.408, 0.208, -1.691)  0.1185
H (3.350, 0.325, 0.129)  0.0825
H (3.775, -2.266, -1.262)  0.1216
H (3.264, -2.031, 0.378)  0.0959
H (1.692, -2.804, -1.753)  0.1168
H (1.660, -1.021, -1.998)  0.1239
H (1.218, 0.193, 0.081)  0.1176
H (0.003, 0.272, -1.157)  0.1292
H (-1.887, 1.899, 0.685)  0.0896
H (-0.309, 2.130, -0.047)  0.0937
H (-0.412, 2.065, 1.703)  0.0900
H (-0.208, -3.496, -1.300)  0.1472
H (-0.540, -3.530, -3.584)  0.1167
H (-1.052, -0.354, -3.657)  0.1371
H (-3.046, -1.137, -0.957)  0.1050
H (-3.266, -1.620, 0.590)  0.0987
H (-2.582, -3.905, -2.250)  0.1347
H (-2.666, -4.819, -0.801)  0.1319
H (-4.612, -3.141, -0.141)  0.0945
H (-4.791, -4.484, -1.229)  0.1310
H (-5.235, -3.198, -3.095)  0.1224
H (-4.007, -1.932, -2.621)  0.1056
H (-6.377, -2.262, -0.908)  0.1132
H (-6.743, -1.555, -2.467)  0.1308
H (-7.128, 0.011, -0.199)  0.0981
H (-5.675, 0.881, 0.259)  0.0930
H (-5.908, -0.790, 0.803)  0.0836
H (-1.039, -4.341, 0.581)  0.1492
H (-2.288, -4.757, 2.373)  0.1220
H (-3.572, -4.506, 1.257)  0.1072
H (-4.469, -3.108, 2.733)  0.1047
H (-3.185, -1.935, 2.579)  0.0925
H (-3.001, -4.406, 4.376)  0.1143
H (-2.134, -2.803, 4.602)  0.1058
H (-4.630, -2.095, 4.683)  0.0556
H (-4.883, -3.594, 5.150)  0.0758
H (-0.489, -3.228, 2.643)  0.1337
H (-1.130, -1.683, 2.144)  0.1122
H (2.491, -3.683, 1.332)  0.0917
H (0.971, -4.457, 1.787)  0.0957
H (1.351, -4.153, 0.104)  0.0899
H (2.179, -0.756, 1.674)  0.1265
H (0.658, -0.733, 2.546)  0.1144
H (2.436, -0.021, 5.707)  0.0926
H (1.337, 0.336, 4.319)  0.0791
H (0.980, -0.982, 5.488)  0.0937
F (-3.546, 2.499, 8.821)  0.0701
C (-3.324, 2.000, 7.594)  -0.2816
C (-2.831, 2.833, 6.608)  -0.0102
C (-2.597, 2.318, 5.342)  -0.0852
C (-2.868, 0.982, 5.076)  -0.1038
C (-3.369, 0.158, 6.078)  -0.0822
C (-3.594, 0.668, 7.348)  -0.0037
H (-2.633, 3.874, 6.834)  0.1080
H (-2.203, 2.959, 4.563)  0.1011
H (-2.688, 0.582, 4.084)  0.0847
H (-3.582, -0.882, 5.870)  0.0587
H (-3.975, 0.041, 8.144)  0.1222
F (7.886, 3.939, 1.302)  0.0511
C (9.057, 3.846, 0.642)  -0.2925
C (10.211, 3.582, 1.352)  -0.0184
C (11.414, 3.482, 0.669)  -0.0810
C (11.450, 3.657, -0.708)  -0.0959
C (10.280, 3.926, -1.405)  -0.0844
C (9.072, 4.017, -0.728)  -0.0258
H (10.163, 3.457, 2.426)  0.1176
H (12.326, 3.268, 1.213)  0.1062
H (12.391, 3.582, -1.237)  0.1020
H (10.308, 4.066, -2.477)  0.1048
H (8.148, 4.219, -1.254)  0.1141
F (-1.997, 7.784, 3.874)  0.0542
C (-2.247, 7.944, 5.189)  -0.2904
C (-2.990, 9.029, 5.607)  -0.0165
C (-3.249, 9.188, 6.962)  -0.0782
C (-2.754, 8.268, 7.878)  -0.0933
C (-2.004, 7.186, 7.440)  -0.0879
C (-1.753, 7.019, 6.085)  -0.0304
H (-3.361, 9.739, 4.879)  0.1183
H (-3.836, 10.030, 7.302)  0.1070
H (-2.954, 8.397, 8.934)  0.1031
H (-1.614, 6.471, 8.153)  0.1045
H (-1.176, 6.176, 5.723)  0.1109
F (1.281, -3.621, -10.835)  0.0674
C (0.981, -3.531, -9.529)  -0.2851
C (0.169, -2.501, -9.094)  -0.0106
C (-0.144, -2.412, -7.745)  -0.0784
C (0.366, -3.343, -6.851)  -0.0960
C (1.185, -4.370, -7.304)  -0.0816
C (1.491, -4.470, -8.654)  -0.0142
H (-0.211, -1.779, -9.806)  0.1194
H (-0.785, -1.614, -7.391)  0.0993
H (0.123, -3.265, -5.801)  0.0654
H (1.586, -5.094, -6.607)  0.1028
H (2.121, -5.266, -9.028)  0.1196
F (0.784, 1.232, -6.203)  0.0422
C (0.145, 1.661, -7.313)  -0.2971
C (0.880, 1.950, -8.445)  -0.0157
C (0.220, 2.386, -9.585)  -0.0745
C (-1.161, 2.536, -9.576)  -0.0903
C (-1.883, 2.245, -8.428)  -0.0818
C (-1.228, 1.799, -7.288)  -0.0319
H (1.956, 1.834, -8.431)  0.1200
H (0.784, 2.609, -10.481)  0.1090
H (-1.672, 2.880, -10.466)  0.1047
H (-2.959, 2.366, -8.419)  0.1062
H (-1.777, 1.560, -6.386)  0.1091